{"formula": "C25H18ClN7O4PtS2", "method": "the ωB97M-V functional and the def2-TZVPD basis", "homo_energy_ev": -7.7, "total_energy_ha": -3023.5773, "de_lowest_kj_mol": 0.0, "e_lumo_ev": -1.13, "mol_weight_g_mol": 775.13, "fmax_ev_per_a": 1.801, "homo_lumo_gap_ev": 6.61, "symbols": ["Pt", "Cl", "S", "S", "O", "O", "O", "O", "N", "N", "N", "N", "N", "N", "N", "C", "C", "C", "C", "C", "C", "C", "C", "C", "C", "C", "C", "C", "C", "C", "C", "C", "C", "C", "C", "C", "C", "C", "C", "C", "H", "H", "H", "H", "H", "H", "H", "H", "H", "H", "H", "H", "H", "H", "H", "H", "H", "H"], "xyz": [[-0.094, -0.002, 0.006], [-0.971, -2.437, -4.036], [-2.004, 0.830, -0.993], [-1.409, -1.487, 1.192], [2.073, -1.613, -1.804], [5.038, -5.777, -1.477], [-0.147, -1.356, -1.459], [1.088, 1.371, -0.921], [-4.856, -1.752, 2.465], [-0.205, 1.387, 1.498], [-5.596, 1.189, -0.284], [-1.162, 1.384, 2.435], [1.762, -0.545, 0.803], [7.063, -0.772, -0.130], [6.511, 0.343, -0.236], [2.013, -1.569, 1.586], [7.114, -3.157, -0.124], [3.819, -5.913, -2.189], [0.530, 2.477, 1.704], [-4.051, -1.338, 1.755], [0.032, 3.179, 2.802], [3.365, 2.017, -1.147], [4.718, 1.725, -0.901], [0.574, -2.761, -3.221], [2.378, 1.202, -0.647], [0.906, -1.816, -2.073], [-4.558, 0.713, -0.149], [5.121, 0.602, -0.215], [-1.049, 2.445, 3.240], [4.367, -1.211, 1.386], [6.489, -2.002, -0.590], [4.123, -0.170, 0.463], [-3.243, 0.162, 0.024], [5.498, -4.520, -1.261], [4.916, -3.375, -1.801], [-3.010, -0.810, 0.923], [5.405, -2.127, -1.456], [3.325, -1.913, 1.930], [6.616, -4.405, -0.438], [2.778, 0.153, 0.227], [0.531, -3.775, -2.829], [-1.812, 0.611, 2.480], [4.076, -3.432, -2.476], [3.937, -5.629, -3.237], [7.066, -5.307, -0.045], [-1.735, 2.602, 4.055], [3.030, -5.310, -1.734], [1.368, -2.682, -3.956], [4.933, -1.252, -1.878], [3.553, -6.964, -2.130], [5.495, 2.344, -1.333], [3.079, 2.854, -1.770], [1.164, -2.113, 1.981], [0.410, 4.097, 3.214], [7.980, -3.052, 0.518], [1.362, 2.709, 1.064], [5.380, -1.458, 1.667], [3.501, -2.732, 2.613]], "nbo_charge": [1.260, -0.033, 0.095, -0.041, -0.661, -0.488, -0.674, -0.713, -0.268, -0.270, -0.255, -0.308, -0.454, -0.129, -0.135, 0.089, -0.168, -0.254, 0.016, 0.241, -0.327, -0.277, -0.155, -0.479, 0.326, 0.782, 0.243, 0.019, 0.004, -0.110, -0.018, -0.015, -0.273, 0.322, -0.310, -0.327, -0.137, -0.255, -0.268, 0.104, 0.233, 0.451, 0.233, 0.179, 0.229, 0.242, 0.178, 0.235, 0.224, 0.203, 0.236, 0.234, 0.219, 0.249, 0.229, 0.252, 0.239, 0.236]}



{"formula": "C25H18FeN6O12S", "method": "the ωB97M-V functional and the def2-TZVPD basis", "homo_energy_ev": [-2.9, -2.9], "total_energy_ha": -3856.9501, "e_lumo_ev": [3.59, 3.59], "mol_weight_g_mol": 682.36, "fmax_ev_per_a": 0.725, "homo_lumo_gap_ev": [6.52, 6.44], "charge": -2, "symbols": ["Fe", "S", "O", "O", "O", "O", "O", "O", "O", "O", "O", "O", "O", "O", "N", "N", "N", "N", "N", "N", "C", "C", "C", "C", "C", "C", "C", "C", "C", "C", "C", "C", "C", "C", "C", "C", "C", "C", "C", "C", "C", "C", "C", "C", "C", "H", "H", "H", "H", "H", "H", "H", "H", "H", "H", "H", "H", "H", "H", "H", "H", "H", "H"], "xyz": [[0.624, -0.113, 0.495], [3.483, 0.376, 2.568], [2.053, -1.129, -0.692], [-2.055, 2.734, 1.589], [-2.929, -3.162, 0.445], [-1.541, -2.250, -3.303], [1.598, 1.015, -0.884], [-0.270, 1.375, 1.484], [4.094, 1.040, 1.439], [7.700, 0.303, -4.533], [4.301, -0.571, 3.293], [0.265, -1.010, -2.882], [6.316, 0.991, -6.023], [-0.948, -2.844, -0.590], [0.171, -1.259, 2.074], [1.399, -1.254, 4.111], [2.097, -0.220, 2.052], [-1.238, 0.176, -0.704], [6.570, 0.582, -4.900], [1.804, 4.592, 6.448], [0.407, -1.979, 4.628], [3.604, 1.710, 4.978], [2.199, 3.586, 5.538], [4.707, -0.162, -1.773], [3.010, 1.635, 3.732], [-0.878, -1.282, -2.626], [3.154, 0.618, -3.447], [2.285, -0.003, -1.191], [3.209, 2.690, 5.877], [-0.797, -1.978, 2.598], [-0.708, -2.389, 3.926], [4.186, 0.757, -4.361], [3.411, 0.153, -2.165], [-3.120, -0.410, -2.064], [5.471, 0.436, -3.946], [1.602, 3.498, 4.281], [-1.778, -0.497, -1.730], [-3.383, 1.165, -0.307], [-3.939, 0.430, -1.328], [-2.036, 1.000, -0.020], [-1.410, 1.794, 1.123], [1.255, -0.929, 2.823], [2.004, 2.528, 3.383], [-1.973, -3.492, -0.289], [5.756, -0.015, -2.665], [0.793, 4.169, 4.014], [0.866, 4.918, 6.268], [-2.058, -4.511, -0.759], [6.774, -0.238, -2.385], [1.885, 4.296, 7.409], [-3.943, 1.861, 0.300], [2.134, 0.854, -3.721], [0.519, -2.246, 5.676], [3.672, 2.750, 6.857], [-4.994, 0.506, -1.560], [-0.853, -2.730, -3.783], [4.016, 1.104, -5.368], [1.497, 2.428, 2.431], [-1.484, -2.986, 4.383], [4.883, -0.495, -0.759], [4.359, 0.981, 5.239], [-3.503, -1.003, -2.879], [-1.629, -2.227, 1.939]], "nbo_charge": [1.157, 2.354, -0.666, -0.706, -0.791, -0.695, -0.692, -0.737, -0.971, -0.407, -0.974, -0.588, -0.413, -0.783, -0.492, -0.509, -0.942, -0.406, 0.535, -0.813, 0.085, -0.151, 0.143, -0.167, -0.361, 0.809, -0.126, 0.749, -0.292, 0.116, -0.381, -0.217, -0.064, -0.219, -0.014, -0.221, 0.130, -0.217, -0.171, 0.119, 0.754, 0.580, -0.165, 0.640, -0.194, 0.203, 0.366, -0.003, 0.237, 0.360, 0.238, 0.231, 0.170, 0.190, 0.200, 0.491, 0.233, 0.274, 0.209, 0.253, 0.233, 0.227, 0.263]}



{"formula": "C25H18MoN5O3Se2", "method": "the ωB97M-V functional and the def2-TZVPD basis", "homo_energy_ev": -16.4, "total_energy_ha": -6332.9484, "de_lowest_kj_mol": 147.5, "e_lumo_ev": -11.94, "mol_weight_g_mol": 690.31, "fmax_ev_per_a": 1.508, "homo_lumo_gap_ev": 4.45, "charge": 3, "symbols": ["Mo", "Se", "Se", "O", "O", "O", "N", "N", "N", "N", "N", "C", "C", "C", "C", "C", "C", "C", "C", "C", "C", "C", "C", "C", "C", "C", "C", "C", "C", "C", "C", "C", "C", "C", "C", "C", "H", "H", "H", "H", "H", "H", "H", "H", "H", "H", "H", "H", "H", "H", "H", "H", "H", "H"], "xyz": [[0.145, 0.131, -0.108], [2.360, -0.257, -3.794], [0.053, -0.034, -3.911], [0.255, -0.180, 1.711], [-1.184, 3.406, -2.535], [-0.894, 1.238, -1.127], [-2.832, 0.320, -0.467], [-0.254, -1.518, -1.470], [1.655, 0.872, -1.347], [-1.907, -0.113, 0.463], [2.877, -0.513, 0.667], [-0.362, -0.515, 2.869], [-1.715, -1.258, 5.146], [-0.556, -2.631, -0.768], [-2.433, -1.077, 3.984], [-1.754, -0.701, 2.811], [-0.415, -1.536, -2.812], [-2.309, 2.870, -3.065], [-2.936, 3.429, -4.172], [2.091, -1.288, 0.292], [-0.926, -2.653, -3.452], [3.992, 0.990, -1.796], [-4.058, 1.177, -2.972], [3.136, 0.957, 0.522], [-0.327, -1.067, 5.164], [-4.677, 1.746, -4.056], [-2.273, 1.089, -1.318], [-2.453, -0.446, 1.609], [-4.104, 2.872, -4.655], [1.856, 1.469, -0.111], [4.256, 1.120, -0.494], [-1.271, -3.780, -2.718], [2.627, 0.620, -2.184], [-2.858, 1.720, -2.468], [0.375, -0.700, 4.024], [-1.064, -3.773, -1.347], [-0.367, -2.602, 0.300], [-1.287, -4.631, -0.730], [5.261, 1.289, -0.125], [-5.596, 1.332, -4.442], [-4.585, 3.324, -5.513], [-1.674, -4.653, -3.214], [1.633, 2.530, -0.011], [3.361, 1.367, 1.501], [0.213, -1.208, 6.091], [-4.485, 0.308, -2.490], [4.766, 1.056, -2.549], [-1.030, -2.641, -4.528], [1.444, -0.550, 4.036], [-3.540, -0.474, 1.612], [-0.992, 4.243, -2.976], [-2.517, 4.313, -4.636], [-2.224, -1.545, 6.056], [-3.505, -1.218, 3.967]], "nbo_charge": [1.571, 0.480, 0.318, -0.563, -0.672, -0.500, -0.270, -0.511, -0.524, -0.316, -0.372, 0.397, -0.167, 0.060, -0.099, -0.205, 0.039, 0.450, -0.314, 0.347, -0.226, -0.280, -0.113, -0.113, -0.084, -0.227, 0.561, 0.237, -0.084, -0.120, -0.055, -0.067, 0.158, -0.283, -0.253, -0.196, 0.230, 0.273, 0.280, 0.255, 0.253, 0.273, 0.285, 0.288, 0.264, 0.239, 0.285, 0.275, 0.256, 0.265, 0.508, 0.243, 0.268, 0.255]}



{"formula": "C25H19As2ClF7Ir", "method": "the ωB97M-V functional and the def2-TZVPD basis", "homo_energy_ev": [-12.0, -12.0], "total_energy_ha": -6698.9799, "de_lowest_kj_mol": 153.5, "e_lumo_ev": [-4.62, -7.00], "multiplicity": 2, "s2": 0.77, "mol_weight_g_mol": 829.93, "fmax_ev_per_a": 1.318, "homo_lumo_gap_ev": [7.37, 4.96], "charge": 1, "symbols": ["Ir", "As", "As", "Cl", "F", "F", "F", "F", "F", "F", "F", "C", "C", "C", "C", "C", "C", "C", "C", "C", "C", "C", "C", "C", "C", "C", "C", "C", "C", "C", "C", "C", "C", "C", "C", "C", "H", "H", "H", "H", "H", "H", "H", "H", "H", "H", "H", "H", "H", "H", "H", "H", "H", "H", "H"], "xyz": [[1.814, -0.743, 0.252], [0.434, -4.489, 0.582], [-0.633, -0.309, 1.004], [3.777, -1.332, 1.465], [1.771, -5.051, 1.489], [-0.797, -3.675, -0.326], [1.375, -4.568, -0.868], [3.470, 5.043, 0.358], [-0.272, -6.017, 0.377], [1.235, -2.779, 0.760], [-0.409, -4.106, 2.023], [-3.880, -2.697, 2.011], [2.676, 1.810, -0.950], [3.525, -1.641, -0.262], [-0.056, -0.192, -0.837], [0.855, -0.906, -2.969], [0.466, -1.221, -1.642], [3.118, 3.116, -0.904], [2.291, 1.155, 0.236], [-1.602, 2.351, 1.887], [-0.795, 2.086, -0.390], [-1.516, 4.240, 0.392], [-0.247, 1.130, -1.366], [0.068, 1.372, -2.672], [-1.820, 3.699, 1.636], [-1.094, 1.557, 0.873], [-1.004, 3.443, -0.620], [2.307, 1.848, 1.467], [-4.607, -2.746, 0.833], [2.689, 3.170, 1.506], [3.092, 3.775, 0.320], [-2.687, -1.990, 2.061], [-2.247, -1.337, 0.919], [0.644, 0.350, -3.466], [-2.967, -1.378, -0.270], [-4.154, -2.088, -0.305], [-1.831, 1.935, 2.861], [4.209, -1.070, -0.879], [2.007, 1.356, 2.383], [-2.224, 4.331, 2.415], [-0.107, 2.346, -3.111], [-1.682, 5.293, 0.209], [2.661, 1.287, -1.895], [2.698, 3.735, 2.428], [-2.614, -0.872, -1.160], [-0.773, 3.881, -1.583], [-4.723, -2.136, -1.224], [-2.099, -1.982, 2.970], [-4.230, -3.219, 2.890], [-5.531, -3.306, 0.795], [0.382, -2.262, -1.352], [0.896, 0.566, -4.496], [3.464, 3.634, -1.788], [3.437, -2.704, -0.464], [1.241, -1.693, -3.602]], "mulliken_spin": [0.385, -0.002, 0.070, -0.007, 0.000, 0.000, 0.000, 0.029, 0.000, 0.006, 0.000, 0.000, 0.062, 0.012, -0.052, -0.010, -0.005, 0.006, 0.139, 0.006, -0.028, -0.002, 0.046, 0.016, 0.003, 0.060, -0.001, 0.058, 0.000, -0.004, 0.179, 0.006, 0.014, 0.006, -0.006, 0.000, 0.000, 0.005, 0.000, 0.000, 0.001, 0.000, 0.009, 0.000, 0.000, 0.000, 0.000, 0.001, 0.000, 0.000, -0.001, 0.000, 0.001, -0.001, 0.000]}